This record from the OMol25 dataset describes one molecule with the formula C6H11N. The level of theory is ωB97M-V/def2-TZVPD.

Properties
gap between HOMO and LUMO	10.380	eV
HOMO	-9.3	eV
total charge	0
SMILES	[H]/N=C1\C[C@@H]1C(C)C

Last column: Löwdin charge in e.
Geometry (Å):
C  1.99703  -0.53379  -0.03921  -0.078
C  0.74242  0.03943  0.62593  -0.402
C  0.56265  1.51105  0.25745  -0.077
C  -0.46584  -0.82148  0.26181  -0.203
C  -1.92598  -0.35521  0.48112  -0.035
C  -1.35910  -0.54086  -0.86644  -0.356
N  -1.47486  -0.46256  -2.12096  0.146
H  2.14465  -1.58885  0.21988  0.076
H  2.89453  0.01194  0.27468  0.077
H  1.91582  -0.46042  -1.13011  0.087
H  0.86835  -0.02898  1.71669  0.135
H  1.44748  2.08938  0.54588  0.080
H  -0.29979  1.95672  0.76577  0.070
H  0.42107  1.61812  -0.82447  0.085
H  -0.30572  -1.87714  0.48425  0.142
H  -2.64767  -1.07091  0.87245  0.101
H  -2.09118  0.66377  0.82641  0.096
H  -2.42385  -0.15021  -2.35114  0.056

This record from the OMol25 dataset describes a 2-piece molecular cluster, C5H10N2O overall. The level of theory is ωB97M-V/def2-TZVPD.

Properties
gap between HOMO and LUMO	9.512	eV
HOMO	-8.8	eV
total charge	0

Last column: Löwdin charge in e.
Geometry (Å):
C  -1.43889  0.69215  1.10015  -0.089
C  -1.71753  -0.39369  -1.22334  -0.193
C  1.37372  -1.21210  0.56628  0.028
C  2.29719  0.00732  -0.32984  -0.049
C  1.04759  0.72565  -0.39846  -0.562
H  -1.76797  1.82758  0.59471  0.136
H  -0.45517  0.80520  1.78194  0.082
H  -2.30037  -0.03561  2.06425  0.160
H  -2.82692  -0.14422  -0.85724  0.121
H  -1.44471  0.62276  -1.77615  0.105
H  -1.50541  -1.41300  -1.90194  0.143
H  1.30430  -0.90308  1.84466  0.185
H  1.58551  -2.17168  0.25155  0.047
H  2.63472  -0.29021  -1.46215  0.146
H  3.33932  0.61482  0.06423  0.164
N  -1.15553  -0.37950  -0.01312  -0.266
N  0.31704  -0.30897  -0.01374  -0.142
O  0.71311  1.95657  -0.29179  -0.015

This record from the OMol25 dataset describes C26H27CrF4N8OP as an isolated structure. The level of theory is ωB97M-V/def2-TZVPD.

Properties
multiplicity	5
gap between HOMO and LUMO (spin up / spin down)	5.262 / 5.342	eV
HOMO (spin up / spin down)	-13.7 / -13.7	eV
total charge	+2

Last column: Löwdin charge in e.
Geometry (Å):
Cr  -0.19436  -0.48393  0.72883  0.806
C  1.67780  -1.81697  2.77428  -0.125
C  3.10554  -1.91254  3.37384  -0.124
N  4.02951  -1.09878  2.59453  -0.150
C  3.98989  -1.50921  1.20069  -0.125
C  2.58093  -1.22187  0.60824  -0.127
N  1.66054  -0.77977  1.69900  -0.263
C  2.18110  0.49720  2.27568  -0.134
C  3.65858  0.30431  2.70921  -0.126
H  0.94099  -1.53345  3.52530  0.111
H  1.36626  -2.76181  2.32957  0.117
H  3.45397  -2.94465  3.37438  0.129
H  3.11954  -1.56156  4.40526  0.130
H  4.22538  -2.57121  1.14210  0.130
H  4.75589  -0.97025  0.64467  0.129
H  2.15556  -2.11599  0.14416  0.122
H  2.62223  -0.43096  -0.14345  0.109
H  1.53733  0.76243  3.11401  0.122
H  2.08639  1.27988  1.52160  0.102
H  3.80056  0.62828  3.73917  0.130
H  4.32993  0.89335  2.08461  0.129
F  1.00837  1.35004  -0.76880  0.065
C  0.81128  2.31026  -1.69856  -0.108
C  1.62258  2.31221  -2.76638  -0.121
F  2.55327  1.38401  -2.84393  0.162
C  1.50099  3.29135  -3.83203  0.001
C  0.42043  4.24570  -3.63939  -0.122
C  -0.38893  4.22463  -2.56542  -0.134
F  -1.34514  5.12849  -2.45429  0.162
C  -0.25193  3.26099  -1.49819  0.001
C  -1.08061  3.25200  -0.40319  -0.115
C  -0.90095  2.32466  0.65824  -0.109
N  -0.75587  1.57364  1.51982  0.184
C  -2.23705  4.07797  -0.22885  -0.168
N  -3.22540  4.64425  -0.07454  0.237
F  0.23673  5.16622  -4.55573  0.182
C  2.32633  3.30722  -4.91644  -0.083
C  2.21239  4.25207  -5.98652  -0.132
N  2.12512  4.96304  -6.88506  0.264
C  3.39404  2.36926  -5.10531  -0.136
N  4.26574  1.63740  -5.26001  0.252
N  -1.69136  -0.84078  3.57588  0.167
C  -1.71619  -2.02908  2.91443  -0.365
C  -2.24218  -3.18153  3.52418  0.015
C  -2.19934  -4.37541  2.85453  -0.017
C  -1.64115  -4.43515  1.57020  -0.042
C  -1.15486  -3.27838  1.03494  -0.150
N  -1.17844  -2.08626  1.68330  -0.008
H  -2.19110  -0.76454  4.44570  0.122
H  -1.55140  0.02009  3.07152  0.058
H  -2.66970  -3.10776  4.51515  0.128
H  -2.59818  -5.26893  3.31689  0.129
H  -1.59034  -5.36114  1.01672  0.121
H  -0.71145  -3.26721  0.04602  0.117
C  -2.63513  -0.11837  -3.19406  -0.142
P  -2.85445  -0.50067  -1.46093  0.619
C  -3.46070  -2.17872  -1.33916  -0.148
C  -4.10848  0.59081  -0.80193  -0.136
O  -1.53170  -0.31122  -0.71836  -0.462
H  -3.57894  -0.23638  -3.72885  0.078
H  -1.89388  -0.78788  -3.63012  0.072
H  -2.29945  0.91400  -3.29966  0.057
H  -4.39709  -2.27294  -1.89239  0.078
H  -3.63773  -2.43904  -0.29548  0.061
H  -2.73160  -2.86815  -1.76532  0.069
H  -5.06786  0.41238  -1.29029  0.079
H  -3.82289  1.63195  -0.96243  0.052
H  -4.21937  0.41241  0.26840  0.072

This record from the OMol25 dataset describes one molecule with the formula C4H9P. The level of theory is ωB97M-V/def2-TZVPD.

Properties
gap between HOMO and LUMO	10.126	eV
HOMO	-9.1	eV
total charge	0
SMILES	C/C=C/CP

Last column: Löwdin charge in e.
Geometry (Å):
C  1.28998  -0.09826  -0.20186  -0.249
C  0.13390  0.40132  0.21873  -0.059
C  2.60998  0.12953  0.35285  -0.149
C  -1.45986  -0.23744  -0.54619  -0.470
P  -2.88692  0.25936  0.51015  0.685
H  1.26807  -0.87777  -0.96015  0.096
H  0.03706  1.13615  0.91503  0.028
H  3.12271  -0.82215  0.67802  0.090
H  2.52514  0.81156  1.18001  0.059
H  3.59976  0.50772  -0.07392  0.095
H  -1.46542  -1.33600  -0.89110  0.065
H  -1.56864  0.47894  -1.42714  0.039
H  -3.32568  -1.07565  0.74472  -0.130
H  -3.88009  0.72269  -0.49917  -0.101

This record from the OMol25 dataset describes one molecule with the formula C6H10. The level of theory is ωB97M-V/def2-TZVPD.

Properties
gap between HOMO and LUMO	10.441	eV
HOMO	-9.3	eV
total charge	0
SMILES	CCC#CCC

Last column: Löwdin charge in e.
Geometry (Å):
C  2.40082  0.61079  -0.35067  -0.111
C  1.95572  -0.78222  0.11992  -0.264
C  0.52808  -0.98144  -0.15088  -0.050
C  -0.67614  -0.95540  -0.20764  -0.052
C  -2.10147  -0.65848  -0.04075  -0.266
C  -2.25344  0.84020  0.25830  -0.113
H  2.51975  0.65209  -1.43908  0.075
H  1.63980  1.34618  -0.07542  0.070
H  3.33913  0.91092  0.12603  0.068
H  2.58193  -1.56806  -0.31650  0.104
H  2.08526  -0.86252  1.20728  0.110
H  -2.49420  -1.25689  0.78913  0.108
H  -2.68787  -0.94316  -0.91939  0.104
H  -1.94407  1.42836  -0.61201  0.075
H  -3.28602  1.09343  0.51637  0.067
H  -1.60726  1.12621  1.09533  0.075

This record from the OMol25 dataset describes C18H18IIrN3O3SSbSe4 as an isolated structure. The level of theory is ωB97M-V/def2-TZVPD.

Properties
multiplicity	2
gap between HOMO and LUMO (spin up / spin down)	5.088 / 4.575	eV
HOMO (spin up / spin down)	-3.8 / -3.8	eV
total charge	-1

Last column: Löwdin charge in e.
Geometry (Å):
Ir  1.26937  0.10166  -0.84724  0.752
C  1.81014  0.24370  3.75207  -0.015
C  0.50533  -0.31481  3.28615  -0.245
N  -0.34909  -0.77949  4.15571  0.119
C  -1.51872  -1.30297  3.71473  -0.108
C  -1.85754  -1.40431  2.39946  -0.162
C  -3.20679  -1.96252  2.04781  -0.218
O  -3.05799  -3.19390  1.33927  -0.057
C  -0.94838  -0.91569  1.40928  -0.065
C  -1.32766  -1.07743  0.03482  -0.062
N  -0.74436  -0.59037  -1.01291  -0.058
C  -1.34317  -0.82197  -2.28449  -0.284
C  -2.71128  -1.08971  -2.41774  -0.019
C  -3.28553  -1.33850  -3.64962  -0.078
C  -2.51640  -1.30646  -4.80379  -0.090
C  -1.17289  -0.99723  -4.70464  -0.153
C  -0.60387  -0.74607  -3.46455  -0.562
I  1.41153  -0.20296  -3.40347  1.222
C  0.24977  -0.32657  1.86332  -0.283
O  1.16659  0.23009  1.15122  -0.261
H  1.87622  0.15070  4.83292  0.078
H  1.92335  1.28724  3.45074  0.064
H  2.64288  -0.27469  3.27231  0.097
H  -2.19920  -1.65383  4.48281  0.105
H  -3.76702  -1.24348  1.43508  0.118
H  -3.76837  -2.11282  2.97314  0.113
H  -3.91999  -3.61364  1.26368  0.087
H  -2.19923  -1.70540  -0.11263  0.104
H  -3.34828  -1.08608  -1.54462  0.108
H  -4.34563  -1.54809  -3.70655  0.104
H  -2.95920  -1.49794  -5.77185  0.103
H  -0.56118  -0.94169  -5.59573  0.094
Se  7.14705  -0.46500  1.82912  -0.223
Sb  6.66916  1.15038  0.14856  0.081
Se  3.62118  0.88845  -0.75151  -0.156
Se  3.70869  2.60062  0.81690  -0.125
Se  7.79459  0.93362  -1.95609  -0.240
S  0.66118  -4.37693  -0.84580  0.517
C  1.28907  -2.90265  -0.69652  -0.964
N  1.74831  -1.82639  -0.58913  -0.140
C  0.03499  3.03170  0.87756  -0.012
C  0.71158  3.09939  -0.45014  -0.507
C  1.15507  4.43116  -0.97758  -0.029
O  0.84211  2.13002  -1.19627  -0.233
H  -0.71615  3.82541  0.91525  0.095
H  0.78046  3.23237  1.64850  0.079
H  -0.42076  2.06242  1.05072  0.070
H  0.99925  5.23130  -0.25837  0.084
H  0.61378  4.64518  -1.90165  0.094
H  2.21703  4.34420  -1.20822  0.063

This record from the OMol25 dataset describes C18H20ClN3O6SiV as an isolated structure. The level of theory is ωB97M-V/def2-TZVPD.

Properties
multiplicity	3
gap between HOMO and LUMO (spin up / spin down)	8.387 / 9.231	eV
HOMO (spin up / spin down)	-12.5 / -12.7	eV
total charge	+1

Last column: Löwdin charge in e.
Geometry (Å):
V  -1.57242  0.10585  -1.44120  1.052
O  -5.93985  2.45979  1.47305  0.156
C  -5.37432  1.55176  2.25026  -0.490
O  -5.84766  1.20782  3.29631  0.115
C  -4.16029  0.85176  1.71574  -0.013
C  -3.44071  -0.12713  2.40553  -0.557
Cl  -3.66654  -0.79058  3.93581  0.877
N  -2.42815  -0.54775  1.61547  -0.053
N  -2.44602  0.11716  0.45373  0.051
C  -3.47281  0.95936  0.49996  -0.100
C  -3.61683  1.82134  -0.71255  -0.476
O  -4.44079  2.69749  -0.80036  0.152
O  -2.73969  1.51763  -1.64364  -0.103
C  -1.38284  -1.48304  1.89701  -0.223
C  -1.38565  -2.70164  1.23889  -0.018
C  -0.35387  -3.59511  1.48809  -0.069
C  0.65068  -3.26399  2.38780  -0.069
C  0.63314  -2.03933  3.04307  -0.055
C  -0.38834  -1.13541  2.79748  -0.007
H  -5.48652  2.59444  0.60998  0.079
H  -2.18693  -2.94902  0.55556  0.124
H  -0.35397  -4.56115  1.00315  0.112
H  1.44125  -3.97194  2.59560  0.111
H  1.41025  -1.78979  3.75113  0.114
H  -0.41878  -0.17669  3.29638  0.128
C  3.35998  3.24311  -2.06757  -0.174
Si  3.14273  1.91545  -0.77604  0.457
C  3.36564  2.53685  0.96825  -0.174
C  4.27235  0.44580  -1.12627  -0.192
C  1.40495  1.24379  -0.94715  -0.171
C  0.25612  0.83927  -1.05627  -0.125
H  4.36949  3.65376  -2.03472  0.041
H  2.66166  4.06363  -1.90711  0.041
H  3.18990  2.85324  -3.07132  0.036
H  4.38852  2.88049  1.12664  0.040
H  3.15688  1.75632  1.70031  0.032
H  2.69761  3.37374  1.17101  0.040
H  5.30174  0.69033  -0.86326  0.040
H  4.27462  0.18501  -2.18732  0.027
H  4.00329  -0.43274  -0.53474  0.022
N  1.63206  -1.69325  -2.01394  0.188
C  0.80916  -1.82542  -3.25864  -0.008
C  -0.57803  -1.32357  -2.87879  -0.632
O  -1.14569  -0.41693  -3.48933  0.062
O  -1.04135  -1.75502  -1.75715  -0.091
H  1.53287  -0.70669  -1.63922  0.079
H  2.61928  -1.89172  -2.17711  0.162
H  1.26733  -2.31562  -1.28798  0.163
H  0.78122  -2.86923  -3.56966  0.151
H  1.24533  -1.20243  -4.03487  0.150

This record from the OMol25 dataset describes one molecule with the formula C7H11NO. The level of theory is ωB97M-V/def2-TZVPD.

Properties
gap between HOMO and LUMO	10.135	eV
HOMO	-9.5	eV
total charge	0
SMILES	C/C=C(/C#N)C(C)(C)O

Last column: Löwdin charge in e.
Geometry (Å):
C  -0.24862  -2.26252  -0.69581  -0.248
C  -0.41141  -1.27024  1.51400  -0.051
C  -0.19093  -1.17916  0.19842  -0.161
C  -0.17578  -0.21283  2.54400  -0.033
C  1.12079  0.04707  -1.89691  -0.011
C  -1.38497  0.49892  -1.27046  -0.012
C  0.11116  0.22864  -0.75208  -0.475
N  -0.46285  -3.18502  -1.32560  0.175
O  0.45820  1.23790  0.13236  -0.035
H  -0.63596  -2.29510  1.66268  0.106
H  -0.85010  -0.42361  3.27644  0.051
H  0.70560  -0.45268  2.97841  0.061
H  -0.37827  0.69398  2.14280  0.044
H  1.49548  0.91233  -2.27511  0.055
H  0.80505  -0.55728  -2.65310  0.050
H  1.95685  -0.43879  -1.41362  0.096
H  -1.59514  1.57628  -1.26375  0.075
H  -2.18955  -0.06458  -0.69253  0.098
H  -1.35924  0.06398  -2.31712  0.089
H  1.33933  1.64924  0.10593  0.123

Per-record maximum force, hartree/bohr: 0.0101, 0.1810, 0.0074, 0.1151, 0.0108, 0.0113, 0.0140, 0.0868
Per-record energy above the lowest of the compared OMol25 structures with the same formula, charge and spin, eV: 1.624, 8.581, 0.051, 1.925, 1.397, 1.760, 0.000, 3.064